1.
Formula: C3H8OS2
Source: the Open Molecules 2025 dataset
Level of theory: wB97M-V/def2-TZVPD

As for the SMILES: C=CO.CSS. The largest force on an atom comes out at 2.166 eV/A. For the gap between HOMO and LUMO, the calculation gives 8.72 eV. Its total charge is 0. As for the highest occupied orbital energy: -8.35 eV.

Last column: natural (NBO) charge in e.
Positions of all 14 atoms, in Å:
C  -1.874  0.993  -2.271  -0.5455
C  -1.698  0.817  -0.956  0.1527
O  -1.782  -0.499  -0.531  -0.7314
H  -2.390  1.806  -2.742  0.2196
H  -1.299  0.241  -2.826  0.2101
H  -1.274  1.541  -0.260  0.1905
H  -1.902  -0.710  0.393  0.5045
C  1.237  -1.231  -0.891  -0.6958
S  1.815  -0.063  0.486  0.0405
S  0.164  0.173  1.668  -0.1847
H  2.100  -1.888  -1.047  0.2325
H  0.355  -1.685  -0.468  0.2401
H  0.837  -0.630  -1.685  0.2228
H  0.686  -0.117  2.879  0.1442

2.
Formula: C23H71NO12
Source: the Open Molecules 2025 dataset
Level of theory: wB97M-V/def2-TZVPD

As for the SMILES: COC[C@H](C)N.CC(C)O.CC(C)O.CC(C)O.CC(C)O.CO.CO.CO.CO.CO.CO.CO. The largest force on an atom comes out at 1.631 eV/A. For the gap between HOMO and LUMO, the calculation gives 9.51 eV. Its total charge is 0. As for the highest occupied orbital energy: -9.38 eV.

Last column: Löwdin charge in e.
Positions of all 107 atoms, in Å:
C  -0.124  -1.254  -4.615  -0.0877
O  0.926  -0.345  -4.851  -0.2295
C  0.514  0.977  -5.172  -0.2049
C  0.119  1.113  -6.630  -0.4378
C  1.357  0.939  -7.506  -0.0620
N  -0.552  2.405  -6.806  0.0315
H  0.205  -1.977  -3.864  0.0904
H  -0.435  -1.766  -5.525  0.0901
H  -0.966  -0.768  -4.103  0.0841
H  -0.283  1.268  -4.477  0.1224
H  1.388  1.606  -4.975  0.1216
H  -0.579  0.307  -6.877  0.1331
H  1.986  0.084  -7.256  0.0757
H  2.015  1.816  -7.452  0.0828
H  1.106  0.857  -8.571  0.0732
H  0.061  3.151  -6.485  0.0710
H  -0.652  2.594  -7.800  0.0685
C  -0.967  2.589  4.238  -0.0585
C  0.462  2.462  4.690  -0.4651
C  1.012  1.058  4.399  -0.0483
O  1.212  3.463  3.996  -0.0447
H  -1.443  3.538  4.486  0.0941
H  -1.575  1.784  4.659  0.0594
H  -1.059  2.485  3.154  0.0490
H  0.490  2.651  5.769  0.1358
H  0.251  0.289  4.291  0.0610
H  1.688  0.776  5.216  0.0840
H  1.656  1.084  3.517  0.0609
H  2.109  3.494  4.341  0.0901
C  -0.428  0.056  1.312  -0.0418
C  -0.495  -0.158  -0.196  -0.4767
C  0.747  0.366  -0.851  -0.0486
O  -0.531  -1.550  -0.477  -0.0644
H  -0.647  1.088  1.594  0.0547
H  0.567  -0.245  1.648  0.0744
H  -1.169  -0.550  1.845  0.0713
H  -1.386  0.356  -0.585  0.1317
H  1.644  -0.130  -0.446  0.0839
H  0.964  1.415  -0.623  0.0844
H  0.858  0.176  -1.920  0.0728
H  -1.270  -1.937  0.013  0.0429
C  -2.933  -0.658  4.753  -0.0551
C  -2.960  -2.000  5.497  -0.4707
C  -1.595  -2.356  6.090  -0.0560
O  -3.952  -2.003  6.531  -0.0496
H  -3.239  0.179  5.378  0.0856
H  -3.598  -0.677  3.888  0.0502
H  -1.941  -0.508  4.318  0.0517
H  -3.268  -2.786  4.808  0.1251
H  -0.814  -2.409  5.331  0.0714
H  -1.689  -3.341  6.550  0.0805
H  -1.295  -1.628  6.846  0.0827
H  -3.754  -1.283  7.137  0.0839
C  4.079  1.635  -2.921  -0.0570
C  4.491  0.378  -3.702  -0.4698
C  4.377  -0.852  -2.832  -0.0508
O  3.669  0.256  -4.865  -0.0678
H  3.875  2.453  -3.609  0.0756
H  4.883  1.939  -2.243  0.0745
H  3.206  1.437  -2.293  0.0527
H  5.519  0.538  -4.034  0.1333
H  4.984  -0.813  -1.923  0.0741
H  4.588  -1.798  -3.336  0.0834
H  3.348  -0.971  -2.459  0.0763
H  2.882  -0.238  -4.589  0.0506
C  -3.499  2.015  1.883  -0.1480
O  -4.933  2.004  1.775  -0.1150
H  -3.195  1.410  2.743  0.0504
H  -3.056  1.583  0.983  0.0706
H  -3.269  3.062  2.039  0.0748
H  -5.231  1.109  1.590  0.0568
C  -3.978  -2.029  1.429  -0.1058
O  -2.871  -2.580  0.714  -0.1349
H  -4.924  -2.281  0.952  0.0899
H  -4.011  -2.444  2.443  0.0713
H  -3.744  -0.973  1.528  0.0620
H  -2.946  -3.539  0.706  0.0986
C  -1.025  4.221  0.470  -0.1623
O  -2.324  4.769  0.348  -0.1168
H  -0.981  3.136  0.298  0.0552
H  -0.342  4.619  -0.295  0.0828
H  -0.626  4.493  1.442  0.0780
H  -2.550  4.860  -0.580  0.0799
C  3.122  -2.527  3.311  -0.1167
O  3.159  -1.219  2.739  -0.1403
H  2.185  -3.031  3.061  0.0769
H  3.945  -3.093  2.886  0.0854
H  3.232  -2.498  4.398  0.0799
H  2.626  -0.613  3.259  0.0348
C  4.389  1.206  0.757  -0.1520
O  4.836  -0.143  0.682  -0.1286
H  3.692  1.364  1.591  0.0663
H  5.227  1.893  0.896  0.0769
H  3.842  1.454  -0.153  0.0447
H  4.567  -0.589  1.493  0.0336
C  -3.966  -1.673  -2.849  -0.1622
O  -3.640  -2.519  -3.937  -0.1239
H  -3.431  -2.014  -1.969  0.0608
H  -3.689  -0.642  -3.098  0.0766
H  -5.045  -1.685  -2.656  0.0763
H  -4.091  -2.205  -4.724  0.0745
C  0.729  -4.450  -1.080  -0.1889
O  1.715  -3.499  -0.757  -0.1190
H  0.309  -4.971  -0.202  0.0726
H  -0.145  -3.969  -1.540  0.0659
H  1.087  -5.222  -1.756  0.0758
H  1.208  -2.854  -0.245  0.0438

3.
Formula: C56H64F8N2O3Si2
Source: the Open Molecules 2025 dataset
Level of theory: wB97M-V/def2-TZVPD

The largest force on an atom comes out at 0.644 eV/A. For the gap between HOMO and LUMO, the calculation gives 9.37 eV. Its total charge is 0. As for the highest occupied orbital energy: -8.83 eV.

Last column: Löwdin charge in e.
Positions of all 135 atoms, in Å:
C  -0.784  -7.695  2.091  -0.0616
C  -1.704  -6.525  2.372  -0.2903
O  -2.553  -6.317  1.258  -0.2345
C  -3.451  -5.216  1.419  -0.2587
Si  -3.009  -3.991  0.060  0.5367
C  -3.786  -4.489  -1.549  -0.3298
N  -3.314  -3.692  -2.701  -0.0385
O  -3.419  -2.438  0.407  -0.3195
Si  -2.438  -1.368  1.201  0.5241
C  -1.629  -2.088  2.730  -0.3290
N  -0.863  -1.027  3.404  -0.0227
C  -1.068  -0.666  0.146  -0.1956
C  0.235  -1.464  0.028  -0.4405
C  0.434  -2.100  -1.344  -0.0295
O  1.383  -0.623  0.289  -0.0710
H  -0.816  -7.911  1.025  0.0785
H  0.245  -7.458  2.350  0.0693
H  -1.085  -8.593  2.623  0.0702
H  -1.126  -5.614  2.567  0.1094
H  -2.319  -6.711  3.258  0.1190
H  -4.469  -5.589  1.292  0.0916
H  -3.371  -4.777  2.415  0.0779
H  -1.529  -4.054  -0.100  0.0399
H  -3.528  -5.541  -1.688  0.0805
H  -4.877  -4.452  -1.508  0.0752
H  -2.903  -2.821  -2.387  0.0196
H  -2.609  -4.186  -3.228  0.0639
H  -3.313  -0.238  1.587  0.0135
H  -2.313  -2.575  3.424  0.0750
H  -0.922  -2.866  2.432  0.0622
H  -1.415  -0.204  3.607  0.0391
H  -0.065  -0.748  2.851  0.0403
H  -1.476  -0.422  -0.833  0.0533
H  -0.832  0.288  0.621  0.0529
H  0.249  -2.243  0.794  0.1069
H  0.298  -3.178  -1.301  0.0615
H  1.452  -1.917  -1.675  0.0782
H  -0.257  -1.700  -2.082  0.0644
H  1.592  -0.688  1.224  0.0651
F  -2.565  1.502  3.426  0.0068
C  -3.652  1.957  4.105  -0.2895
C  -3.504  3.069  4.904  -0.0109
C  -4.620  3.535  5.583  -0.0772
C  -5.842  2.890  5.456  -0.0907
C  -5.952  1.772  4.641  -0.0749
C  -4.848  1.292  3.950  -0.0181
H  -2.540  3.553  4.986  0.1203
H  -4.531  4.410  6.214  0.1063
H  -6.707  3.259  5.988  0.1023
H  -6.903  1.266  4.539  0.1067
H  -4.908  0.428  3.303  0.1038
F  8.029  -0.360  -0.332  0.0495
C  6.833  -0.076  0.230  -0.3026
C  6.810  0.651  1.402  -0.0171
C  5.578  0.939  1.971  -0.0740
C  4.408  0.499  1.370  -0.0945
C  4.459  -0.237  0.193  -0.0818
C  5.686  -0.527  -0.390  -0.0184
H  7.738  0.980  1.850  0.1175
H  5.536  1.511  2.889  0.1047
H  3.453  0.735  1.822  0.0957
H  3.543  -0.584  -0.264  0.0841
H  5.760  -1.094  -1.308  0.1195
F  -2.027  0.116  -2.564  0.0214
C  -2.879  0.487  -3.556  -0.2639
C  -3.882  -0.387  -3.909  -0.0107
C  -4.749  -0.007  -4.925  -0.0762
C  -4.597  1.223  -5.553  -0.0885
C  -3.578  2.082  -5.159  -0.0757
C  -2.701  1.714  -4.151  -0.0063
H  -3.978  -1.331  -3.392  0.0895
H  -5.548  -0.675  -5.217  0.1056
H  -5.278  1.518  -6.340  0.1007
H  -3.450  3.040  -5.641  0.0895
H  -1.901  2.366  -3.825  0.1118
F  -2.546  5.060  -5.005  0.0556
C  -1.598  5.679  -4.266  -0.2849
C  -1.988  6.604  -3.321  -0.0633
C  -1.002  7.220  -2.564  -0.0877
C  0.337  6.909  -2.761  -0.0912
C  0.694  5.970  -3.720  -0.0736
C  -0.279  5.342  -4.484  -0.0087
H  -3.037  6.829  -3.187  0.1192
H  -1.284  7.949  -1.815  0.1165
H  1.099  7.395  -2.168  0.1057
H  1.735  5.721  -3.875  0.1084
H  -0.033  4.603  -5.234  0.1049
F  3.688  2.379  6.481  0.0476
C  3.490  1.106  6.072  -0.2918
C  2.298  0.786  5.457  -0.0142
C  2.103  -0.525  5.043  -0.0764
C  3.091  -1.479  5.241  -0.0864
C  4.283  -1.124  5.858  -0.0751
C  4.492  0.181  6.284  -0.0206
H  1.545  1.550  5.313  0.1154
H  1.189  -0.810  4.539  0.0682
H  2.926  -2.490  4.899  0.0820
H  5.059  -1.864  6.007  0.1063
H  5.411  0.485  6.764  0.1160
F  2.912  -4.157  3.481  0.0301
C  4.210  -4.316  3.126  -0.2882
C  4.872  -5.457  3.526  -0.0180
C  6.202  -5.602  3.157  -0.0842
C  6.838  -4.619  2.412  -0.0897
C  6.141  -3.481  2.029  -0.0646
C  4.810  -3.320  2.385  -0.0059
H  4.355  -6.205  4.110  0.1170
H  6.742  -6.491  3.455  0.1042
H  7.875  -4.739  2.131  0.1021
H  6.633  -2.710  1.452  0.0957
H  4.246  -2.442  2.100  0.1048
F  -0.237  3.267  -7.267  0.0417
C  0.953  2.699  -7.569  -0.2892
C  1.094  1.338  -7.399  -0.0137
C  2.319  0.765  -7.708  -0.0819
C  3.367  1.547  -8.171  -0.0963
C  3.191  2.915  -8.328  -0.0843
C  1.973  3.506  -8.027  -0.0189
H  0.262  0.753  -7.033  0.1186
H  2.452  -0.302  -7.586  0.1051
H  4.319  1.093  -8.408  0.1010
H  4.007  3.529  -8.686  0.1046
H  1.808  4.569  -8.145  0.1175
F  -4.940  4.594  0.103  0.0555
C  -3.653  4.231  -0.085  -0.2692
C  -3.117  3.252  0.726  -0.0036
C  -1.796  2.879  0.524  -0.0789
C  -1.038  3.490  -0.466  -0.0658
C  -1.606  4.473  -1.264  -0.0719
C  -2.927  4.852  -1.080  0.0021
H  -3.729  2.794  1.490  0.1016
H  -1.363  2.107  1.146  0.0784
H  -0.009  3.193  -0.621  0.1072
H  -1.019  4.947  -2.040  0.0591
H  -3.395  5.610  -1.694  0.0946

Question: What is the formula in the third record?
Answer: C56H64F8N2O3Si2